1.
55
Properties=species:S:1:pos:R:3:forces:R:3:mulliken_spin:R:1 method="wB97M-V/def2-TZVPD" e_lumo_ev="-0.532 / -0.132" spin_multiplicity=4 homo_energy_ev="-8.216 / -8.402" gap_ev="7.7 / 8.3" s2=3.801 total_energy_ha=-3463.58944
Cr 0.7459 0.8924 0.6310 -0.16 0.03 -0.30 3.1182
O 6.4258 1.1666 2.7493 0.00 0.07 -0.06 0.0019
C 5.1534 1.1947 2.3057 0.06 -0.02 0.03 0.0069
C 4.6921 2.1661 1.4134 -0.02 -0.02 0.08 -0.0023
C 3.3730 2.0915 1.0258 -0.02 0.04 -0.02 0.0410
N 2.5890 1.1278 1.4703 -0.08 -0.14 -0.04 -0.0295
C 2.9954 0.2242 2.3501 0.03 -0.03 0.08 0.0426
C 4.2902 0.2107 2.8037 -0.02 0.08 0.00 -0.0079
C 1.8445 -0.6741 2.7628 -0.10 0.11 -0.15 -0.0195
O 2.0008 -1.6058 3.5221 0.01 -0.04 0.02 0.0049
O 0.7257 -0.2998 2.2061 0.14 -0.04 0.33 -0.0308
C 2.5933 3.0513 0.1432 -0.15 -0.05 0.02 -0.0167
O 3.1202 4.0255 -0.3384 0.04 0.06 -0.05 0.0125
O 1.3453 2.6859 0.0255 0.16 -0.03 0.06 -0.0177
H 6.9326 1.8877 2.3554 -0.03 -0.05 0.03 -0.0003
H 5.3164 2.9689 1.0434 0.02 0.00 0.00 0.0000
H 4.6214 -0.5154 3.5311 0.03 -0.02 -0.01 -0.0001
C -4.9218 -0.2006 -2.6945 -0.01 -0.10 -0.03 -0.0004
Si -4.2036 1.3300 -1.9080 0.07 -0.02 -0.01 0.0028
C -4.8222 1.4878 -0.1660 -0.03 0.01 0.11 -0.0035
C -4.7257 2.8393 -2.8711 0.01 0.11 -0.05 -0.0001
C -2.3211 1.2174 -2.0548 0.03 -0.01 0.04 0.0005
C -1.7632 1.3454 -3.3226 0.05 -0.01 -0.03 0.0086
C -0.3883 1.2991 -3.5464 -0.05 -0.02 0.00 0.0012
C 0.4335 1.1135 -2.4611 -0.04 -0.02 -0.02 0.0121
N -0.0843 0.9642 -1.2453 0.15 0.02 0.14 -0.0830
C -1.3993 1.0145 -1.0168 -0.14 0.01 0.00 0.0180
S -1.6735 0.7942 0.7036 0.22 0.11 -0.10 -0.0801
H -6.0050 -0.1092 -2.7954 -0.03 -0.01 0.00 0.0000
H -4.7148 -1.0807 -2.0831 0.01 -0.03 -0.01 -0.0001
H -4.5052 -0.3779 -3.6873 0.00 0.00 -0.03 0.0000
H -5.9078 1.6070 -0.2091 -0.03 0.01 0.04 -0.0005
H -4.4012 2.3571 0.3395 0.00 0.01 0.02 0.0005
H -4.5958 0.6101 0.4381 -0.02 -0.01 0.01 0.0017
H -5.8140 2.9222 -2.8906 -0.02 0.00 0.01 0.0000
H -4.3784 2.8202 -3.9050 0.00 0.00 -0.03 0.0000
H -4.3280 3.7414 -2.4022 0.00 0.03 -0.02 0.0000
H -2.4154 1.4915 -4.1766 -0.02 0.02 -0.02 0.0009
H 0.0296 1.4078 -4.5360 -0.01 0.01 -0.02 -0.0001
H 1.5111 1.0730 -2.5429 0.01 0.01 0.02 0.0027
C 2.7715 -3.9186 1.2208 0.04 0.05 0.07 -0.0012
N 1.3856 -3.5490 1.0752 0.03 -0.01 -0.07 0.0037
C 0.3925 -4.0240 2.0339 -0.04 0.00 0.01 -0.0012
C -0.8908 -3.3191 1.5649 0.01 0.02 0.02 0.0013
N -0.3950 -2.3855 0.5578 0.01 0.02 -0.09 0.0007
C 0.9306 -2.4942 0.3895 0.00 -0.05 0.04 0.0062
S 1.8877 -1.4338 -0.5266 -0.04 0.05 -0.01 0.0202
H 2.8619 -5.0045 1.1996 0.00 -0.02 0.00 -0.0006
H 3.1633 -3.5405 2.1702 0.00 -0.02 -0.03 -0.0001
H 3.3396 -3.4937 0.3984 0.01 0.00 0.01 0.0011
H 0.6933 -3.7098 3.0362 0.00 -0.01 -0.01 0.0003
H 0.3144 -5.1108 2.0046 -0.02 0.00 -0.04 0.0000
H -1.3816 -2.7816 2.3744 0.01 0.02 0.01 0.0009
H -1.6018 -4.0161 1.1204 -0.01 0.00 0.00 0.0009
H -0.8417 -1.4844 0.4135 -0.03 -0.13 0.02 -0.0163


2.
58
Properties=species:S:1:pos:R:3:forces:R:3:mulliken_spin:R:1 method="wB97M-V/def2-TZVPD" e_lumo_ev="-3.058 / -3.059" spin_multiplicity=8 homo_energy_ev="-9.182 / -11.918" gap_ev="6.1 / 8.9" s2=15.761 charge=+1 total_energy_ha=-2860.34223
Eu -0.5722 0.5064 0.8095 0.01 -0.26 -0.95 6.9155
P 0.0150 1.9441 -2.4994 0.11 0.07 -0.41 0.0056
C -1.5492 1.2524 -3.1170 -0.55 0.49 -0.29 -0.0075
C -2.4049 0.1079 -2.5662 -0.20 -0.28 0.14 -0.0053
N -2.2862 -0.3617 -1.3150 0.40 0.27 -0.40 0.0341
C -3.0136 -1.4398 -0.9869 -0.03 -0.45 0.05 -0.0146
C -3.8466 -2.0672 -1.9040 -0.56 -0.34 -0.33 -0.0010
C -4.0237 -1.5657 -3.1891 0.22 0.55 0.39 0.0016
C -3.3015 -0.4195 -3.5065 0.25 0.23 -0.21 0.0011
C -2.8758 -2.1097 0.3721 -0.26 0.29 0.01 0.0121
P -2.6407 -1.0111 1.8340 0.00 -0.12 0.00 0.0239
H -3.3915 0.0890 -4.4805 0.02 -0.50 0.50 -0.0002
H -4.3763 -2.9646 -1.5902 0.10 0.19 -0.10 -0.0001
H -4.7068 -2.0208 -3.9063 0.22 0.08 0.25 0.0000
H -3.8098 -2.6367 0.5778 0.19 -0.46 -0.22 -0.0009
H -2.0311 -2.8143 0.3451 -0.29 0.07 0.00 0.0017
H -2.1720 2.1546 -3.2395 -0.08 -0.37 -0.11 -0.0005
H -1.2798 0.8796 -4.1257 -0.04 0.67 0.34 -0.0003
H -3.6191 4.5388 -0.8411 0.26 0.36 0.09 0.0003
O -4.5487 4.6836 -0.6489 -0.18 -1.32 -0.13 0.0005
H -4.8680 3.7550 -0.6176 -0.08 0.96 0.09 0.0000
H 0.0966 2.0947 -1.1239 0.17 -0.73 0.39 0.0185
O -0.8807 2.3616 1.6668 -0.93 1.55 0.47 -0.0106
H -1.5113 2.8479 2.2152 0.49 0.08 -0.23 -0.0005
C -4.3274 -0.4641 2.2011 0.05 0.02 0.09 -0.0002
H -4.9024 -1.3391 2.5210 -0.26 0.32 -0.03 -0.0004
H -4.2586 0.2888 3.0003 -0.25 -0.29 -0.23 0.0006
H -4.7577 0.0023 1.3025 0.02 -0.15 0.34 0.0014
C -2.2237 -2.2091 3.1361 -0.15 0.04 0.16 -0.0001
H -1.6718 -1.6697 3.9184 -0.22 -0.30 -0.11 0.0000
H -3.1557 -2.6221 3.5380 0.34 -0.21 0.10 0.0004
H -1.5758 -2.9965 2.7269 -0.22 0.18 0.21 0.0002
C 1.2318 1.0228 -3.4814 0.19 -0.12 0.12 0.0008
H 1.3882 1.6872 -4.3604 0.06 -0.61 0.43 0.0007
H 2.1853 0.7871 -2.9871 -0.38 0.25 -0.09 0.0001
H 0.7331 0.0828 -3.7948 0.47 0.53 0.19 0.0004
C 0.1148 3.7087 -2.9050 0.04 -0.29 -0.04 0.0006
H 0.8572 4.2155 -2.2588 -0.27 -0.43 -0.35 -0.0004
H 0.4207 3.7653 -3.9573 -0.34 0.45 0.24 0.0006
H -0.8700 4.1474 -2.6905 0.31 0.05 -0.34 0.0003
O 1.2141 -0.0673 2.1786 1.43 -0.67 -0.43 0.0105
C 2.0422 -0.1709 1.2070 -1.88 0.90 0.56 -0.0012
O 1.6451 0.0463 0.0087 1.53 -0.46 0.09 0.0102
C 3.4439 -0.4917 1.5739 0.62 -0.39 0.01 0.0030
C 4.3396 -0.9752 0.6244 0.85 -0.18 0.41 -0.0014
C 5.6258 -1.3860 1.0445 -1.61 0.85 1.51 0.0001
C 6.0125 -1.2768 2.3939 -0.13 0.00 -0.09 0.0008
C 5.1000 -0.7654 3.3342 -0.92 -0.04 -2.38 0.0000
C 3.8050 -0.3868 2.9218 0.85 -0.20 0.36 -0.0002
N 5.4781 -0.6233 4.7118 0.97 0.24 2.82 0.0001
O 6.6354 -0.9812 5.0304 -2.46 0.76 -0.62 0.0000
O 4.6340 -0.1478 5.5042 1.76 -1.01 -1.66 0.0000
N 6.5188 -1.9554 0.0815 2.04 -1.14 -1.89 0.0000
O 6.1117 -2.0288 -1.1007 0.87 0.10 2.21 -0.0002
O 7.6422 -2.3451 0.4696 -2.40 0.83 -0.82 0.0001
H 4.0637 -1.0527 -0.4219 0.01 -0.02 0.22 0.0001
H 7.0048 -1.5899 2.7136 -0.26 0.07 -0.13 0.0000
H 3.0931 -0.0138 3.6527 0.13 -0.10 -0.20 -0.0004


3.
40
Properties=species:S:1:pos:R:3:forces:R:3:nbo_charge:R:1 method="wB97M-V/def2-TZVPD" e_lumo_ev=0.591 homo_energy_ev=-9.088 gap_ev=9.7 smiles="CCN(CCBCl)C(C)=O.COC[C@@H](C)N" total_energy_ha=-1140.44264
C 5.1416 -2.7881 -0.6331 -0.36 0.20 -0.02 -0.6114
C 4.3262 -2.6593 -1.9245 0.32 0.29 0.34 -0.2044
N 3.0928 -1.8682 -1.7231 -0.27 0.05 -0.29 -0.5460
C 1.8479 -2.4914 -2.1880 -0.18 -0.17 -0.11 -0.1936
C 0.8260 -2.7018 -1.0249 0.22 0.09 0.14 -0.8101
B -0.5350 -2.0180 -1.3266 0.06 -0.08 -0.10 0.5292
Cl -1.2241 -0.8144 -0.2528 -0.05 0.02 0.01 -0.1754
C 3.2402 -0.5198 -2.2059 0.08 0.06 -0.57 0.7339
C 3.7319 0.4675 -1.1791 0.09 -0.24 0.05 -0.7199
O 3.0031 -0.2111 -3.3545 -0.11 -0.07 0.78 -0.5539
H 4.4640 -3.0246 0.1938 0.17 -0.11 -0.11 0.2132
H 5.6143 -1.8300 -0.3948 0.05 -0.19 0.02 0.2001
H 5.9092 -3.5601 -0.7159 0.00 0.10 0.00 0.2119
H 4.9443 -2.1778 -2.6954 -0.07 -0.22 -0.03 0.1884
H 4.0493 -3.6464 -2.2991 -0.02 0.09 0.04 0.1992
H 1.4092 -1.8739 -2.9772 0.10 -0.07 0.03 0.2128
H 2.0665 -3.4549 -2.6532 0.01 0.09 0.01 0.1958
H 0.6345 -3.7761 -0.9012 0.03 0.07 0.03 0.2477
H 1.2784 -2.3387 -0.0959 -0.08 -0.11 -0.12 0.2412
H -1.1443 -2.2645 -2.3190 -0.06 0.07 0.04 -0.0717
H 4.8144 0.3290 -1.0691 -0.09 0.12 -0.01 0.2365
H 3.2858 0.2399 -0.2079 0.02 0.12 -0.14 0.2362
H 3.5173 1.4867 -1.4979 0.10 -0.10 0.01 0.2393
C -4.5095 2.5497 3.4347 0.00 0.02 0.04 -0.6135
C -3.4243 1.7187 2.7585 -0.09 -0.02 -0.01 -0.0800
C -2.6328 2.4755 1.6852 0.12 -0.05 0.01 -0.0720
O -3.3216 2.6706 0.4670 -0.07 0.03 0.00 -0.5465
C -4.1927 3.7828 0.4296 0.02 -0.03 -0.07 -0.2465
N -4.0148 0.4770 2.2545 0.09 0.04 -0.06 -0.8267
H -5.3866 2.6575 2.7962 0.01 0.00 -0.03 0.2016
H -4.8367 2.0598 4.3511 -0.01 -0.03 -0.02 0.2202
H -4.1467 3.5473 3.6899 0.00 0.00 -0.01 0.2021
H -2.6963 1.4404 3.5274 0.04 0.02 -0.01 0.1859
H -1.7555 1.8767 1.4262 -0.01 0.00 -0.03 0.1841
H -2.2707 3.4385 2.0712 -0.05 0.00 0.04 0.1610
H -3.7895 4.6218 1.0056 -0.01 0.01 0.02 0.1657
H -5.1885 3.5380 0.8077 0.01 0.04 0.04 0.1648
H -4.2867 4.0868 -0.6123 0.01 -0.01 0.00 0.1901
H -3.2814 -0.1443 1.9274 -0.01 -0.02 0.05 0.3550
H -4.5592 0.6992 1.4257 -0.04 -0.01 0.02 0.3558


4.
83
Properties=species:S:1:pos:R:3:forces:R:3:lowdin_charge:R:1 method="wB97M-V/def2-TZVPD" e_lumo_ev="2.218 / 2.218" homo_energy_ev="-3.349 / -3.349" gap_ev="5.6 / 5.6" relative_energy_ev=2.136 charge=-1 total_energy_ha=-2984.57589
Pb 0.5003 -0.8471 -0.0466 0.46 -0.42 0.09 0.8401
C 2.3670 0.3719 4.3473 -0.05 -0.03 -0.15 -0.1525
C 2.1023 0.0485 2.8780 0.00 0.12 0.17 -0.7743
S 0.4297 -0.4210 2.5720 0.04 0.07 -0.17 0.5162
C 3.0855 0.1374 1.9671 0.13 0.00 0.02 -0.8027
C 4.4942 0.5473 2.3393 -0.08 -0.06 -0.01 -0.1550
S 2.9391 -0.1309 0.2275 0.09 -0.07 -0.01 0.5217
H 1.4349 0.3450 4.9084 -0.01 0.01 -0.01 0.0415
H 2.8025 1.3685 4.4721 -0.04 -0.03 -0.01 0.0617
H 3.0496 -0.3517 4.8031 -0.01 0.01 -0.03 0.0713
H 4.6156 0.6975 3.4120 0.01 0.00 -0.05 0.0543
H 4.7755 1.4740 1.8251 -0.01 -0.05 0.01 0.0589
H 5.2063 -0.2191 2.0197 -0.02 0.03 0.01 0.0642
C 2.3474 3.9134 -2.3794 -0.07 0.05 -0.01 -0.0139
C 1.3224 5.0066 -2.5690 0.10 -0.02 0.08 -0.2114
C 1.5340 5.9836 -3.5422 0.01 0.00 0.00 -0.0585
C 0.6761 7.0591 -3.7154 -0.01 -0.03 0.05 -0.0996
C -0.4364 7.1785 -2.8929 0.00 0.00 -0.03 -0.0998
C -0.6894 6.2063 -1.9404 -0.03 0.01 -0.02 -0.0264
C 0.1692 5.1177 -1.7712 -0.05 -0.04 0.02 -0.2096
N -0.1352 4.1861 -0.7570 0.06 0.03 -0.23 0.1376
C -0.1842 2.7925 -0.8785 0.32 0.12 0.00 -0.3708
N -0.2067 2.3938 -2.1838 -0.20 -0.37 0.05 0.1344
C 0.0496 1.1672 -2.8591 0.17 0.24 0.14 -0.2291
C 0.3757 -0.0398 -2.2392 -0.16 0.14 0.10 -0.2133
C 0.6423 -1.1274 -3.0811 -0.03 -0.05 -0.05 -0.1451
C 0.5891 -1.0325 -4.4667 -0.03 0.05 0.08 -0.1019
C 0.2540 0.1811 -5.0480 0.03 -0.01 0.05 -0.0811
C -0.0151 1.2920 -4.2608 -0.02 -0.02 -0.10 -0.2417
C -0.3934 2.5989 -4.9203 -0.04 -0.07 -0.04 -0.0467
N -0.2285 2.0306 0.1472 -0.23 -0.01 -0.11 0.1198
C -0.2445 2.6781 1.4092 -0.09 -0.10 0.04 -0.2984
C -1.4640 2.7924 2.0760 0.04 -0.01 0.09 -0.0457
C -1.5440 3.3630 3.3394 0.00 -0.02 -0.10 -0.0998
C -0.3914 3.8350 3.9492 0.05 -0.01 -0.06 -0.1027
C 0.8200 3.7408 3.2753 -0.02 -0.04 0.03 -0.0533
C 0.9201 3.1757 2.0065 0.14 0.00 0.04 -0.2154
C 2.2488 3.1092 1.3043 -0.07 0.11 0.07 -0.0558
H 3.3398 4.2904 -2.6302 -0.03 0.01 0.00 0.0851
H 2.1529 3.0439 -3.0130 -0.01 0.04 0.01 0.0829
H 2.3680 3.5524 -1.3515 -0.02 0.00 -0.08 0.0594
H 2.4217 5.9026 -4.1627 -0.05 0.00 0.04 0.1117
H 0.8826 7.8041 -4.4742 -0.01 -0.03 0.02 0.0960
H -1.1155 8.0162 -3.0031 0.03 -0.04 0.01 0.0975
H -1.5717 6.2729 -1.3114 0.05 -0.01 -0.04 0.1122
H -0.5520 4.5367 0.0888 0.03 0.08 0.08 0.1383
H -0.3262 3.1680 -2.8083 -0.03 0.05 -0.07 0.0813
H 0.9021 -2.0842 -2.6301 -0.05 0.14 -0.06 0.0642
H 0.7969 -1.8998 -5.0855 0.02 0.05 0.03 0.0964
H 0.2049 0.2776 -6.1285 -0.01 0.00 0.02 0.1019
H -0.4122 2.4769 -6.0031 0.01 0.01 0.00 0.0754
H 0.3105 3.4088 -4.6966 -0.02 -0.03 -0.03 0.0681
H -1.3910 2.9418 -4.6152 0.06 -0.02 0.00 0.0849
H -2.3473 2.3913 1.5963 -0.03 -0.06 -0.02 0.0996
H -2.4999 3.4209 3.8487 0.05 -0.01 -0.03 0.0940
H -0.4316 4.2655 4.9431 0.01 -0.01 -0.03 0.0917
H 1.7274 4.1002 3.7521 -0.04 -0.01 -0.03 0.1079
H 3.0610 3.0506 2.0317 -0.06 0.04 -0.02 0.0743
H 2.4070 4.0072 0.6962 -0.02 0.00 0.06 0.0744
H 2.3192 2.2319 0.6564 -0.03 0.16 0.05 0.0058
C -2.7418 -2.0728 -5.7952 0.04 0.01 0.04 -0.0555
C -2.9035 -1.7035 -4.3424 -0.01 -0.02 -0.03 -0.2770
C -2.9929 -0.3707 -3.9506 -0.04 0.03 0.01 -0.0489
C -3.0994 -0.0292 -2.6107 0.10 0.07 0.00 -0.0841
C -3.1324 -1.0331 -1.6547 0.03 -0.11 0.02 -0.4016
C -3.0406 -2.3659 -2.0158 0.00 -0.02 -0.13 -0.0683
C -2.9330 -2.6914 -3.3609 0.05 -0.01 0.01 -0.0324
S -3.1220 -0.6553 0.0945 0.44 -0.25 0.32 0.8393
C -4.7471 0.1027 0.1412 -0.22 0.01 0.06 -0.2485
O -3.2365 -1.9431 0.8382 -0.22 0.38 -0.28 -0.5174
H -2.6549 -1.1829 -6.4216 0.00 -0.05 0.05 0.0709
H -3.5937 -2.6577 -6.1504 0.01 0.01 0.00 0.0751
H -1.8417 -2.6763 -5.9420 -0.05 0.05 0.02 0.0759
H -2.9409 0.4117 -4.7021 0.00 -0.06 0.06 0.1095
H -3.1005 1.0180 -2.3147 -0.01 -0.10 -0.03 0.1109
H -3.0234 -3.1189 -1.2368 0.00 0.03 -0.03 0.1068
H -2.8298 -3.7328 -3.6499 -0.02 0.04 0.01 0.1155
H -5.4595 -0.6612 -0.1733 -0.07 0.12 0.03 0.0602
H -4.7781 0.9751 -0.5169 0.01 -0.12 0.09 0.0482
H -4.9220 0.3965 1.1783 -0.03 -0.01 -0.11 0.0488
C 0.4649 -3.0022 -0.3027 -0.27 -0.01 -0.06 -0.3239
H -0.3089 -3.2544 -1.0460 -0.01 0.08 0.02 -0.1179
H 0.1068 -3.3863 0.6612 0.01 0.06 0.03 -0.1049